# 1
{"formula": "C4H5NO2S", "method": "ωB97M-V/def2-TZVPD", "largest_force_ha_per_bohr": 0.1158, "e_above_lowest_kcal_mol": 69.3, "energy_ha": -758.7697, "homo_energy_ev": -9.4, "smiles": "O=C1NC[C@H](C=S)O1", "symbols": ["O", "C", "N", "C", "C", "C", "S", "O", "H", "H", "H", "H", "H"], "positions_angstrom": [[-0.3312, 0.6061, -2.8861], [0.0869, 0.4653, -1.7080], [0.9375, -0.4923, -1.3337], [0.7004, -0.8574, 0.0344], [0.0472, 0.5609, 0.5393], [-0.9958, 0.5243, 1.6502], [-0.9496, -0.1215, 3.2066], [-0.3390, 1.1823, -0.6156], [0.7259, -1.4352, -1.9697], [1.5771, -1.0726, 0.6367], [-0.2178, -1.5721, 0.1941], [0.8061, 1.0821, 0.9931], [-2.0476, 1.1300, 1.2586]], "forces_ev_per_a": [[1.312, 0.343, 4.155], [-2.984, 1.245, -4.460], [0.181, -5.745, -1.554], [-3.282, 1.221, 2.112], [0.187, -3.083, 1.394], [-3.318, 0.553, 0.344], [0.301, 1.140, -3.182], [-0.830, 0.595, -1.998], [1.207, 3.612, 1.660], [-0.104, -0.370, -0.183], [2.168, 0.616, -0.454], [2.212, 1.587, 0.941], [2.951, -1.714, 1.226]], "lowdin_charge": [0.06, -0.53, 0.06, -0.09, -0.39, -0.56, 0.62, 0.06, 0.24, 0.12, 0.15, 0.11, 0.15]}

# 2
{"formula": "C8H20SSi", "method": "ωB97M-V/def2-TZVPD", "largest_force_ha_per_bohr": 0.0503, "e_above_lowest_kcal_mol": 0.0, "energy_ha": -1004.4921, "homo_energy_ev": -9.0, "smiles": "CC[Si](CC)(CC)CCS", "symbols": ["C", "C", "Si", "C", "C", "C", "C", "C", "C", "S", "H", "H", "H", "H", "H", "H", "H", "H", "H", "H", "H", "H", "H", "H", "H", "H", "H", "H", "H", "H"], "positions_angstrom": [[-0.5187, 2.4250, -1.5531], [-1.0620, 0.9969, -1.2491], [-0.4039, -0.0238, 0.1803], [-1.1866, -1.7402, -0.0603], [-0.5713, -2.8699, 0.7392], [-0.9229, 0.8936, 1.7228], [0.2890, 1.5576, 2.3245], [1.4585, -0.2573, 0.1004], [2.0509, -0.5030, -1.2706], [1.8143, -2.0716, -2.0396], [-1.0521, 2.8922, -2.3715], [-0.6932, 3.0481, -0.6696], [0.5537, 2.4480, -1.7462], [-2.1467, 0.9787, -1.0923], [-0.8849, 0.3120, -2.0920], [-1.0878, -1.9613, -1.1300], [-2.2314, -1.6006, 0.1937], [-0.6429, -2.6108, 1.7900], [-1.0293, -3.8336, 0.6044], [0.4729, -2.9662, 0.5096], [-1.2869, 0.1766, 2.4729], [-1.7396, 1.5947, 1.4854], [-0.0339, 2.2153, 3.1491], [0.9828, 0.7956, 2.7053], [0.7765, 2.2498, 1.6202], [1.8566, 0.6477, 0.5708], [1.7047, -1.0442, 0.7951], [1.7647, 0.2927, -1.9907], [3.1534, -0.3901, -1.2454], [0.6162, -1.6519, -2.4532]], "forces_ev_per_a": [[-0.533, -0.648, 0.965], [0.620, -0.158, -0.597], [-0.378, -0.445, -0.662], [0.231, 0.538, -0.275], [-0.019, 0.630, 0.545], [-0.216, -0.881, 0.225], [-0.094, 1.310, 0.709], [-0.512, 0.584, 0.346], [1.783, 1.869, -0.114], [-0.647, -0.491, -0.411], [0.007, 0.039, -0.276], [0.077, 0.085, -0.084], [-0.025, -0.140, -0.105], [0.007, 0.267, -0.141], [-0.138, 0.333, -0.270], [-0.365, 0.051, 0.083], [-0.463, -0.224, -0.162], [0.040, -0.179, 0.427], [-0.367, -0.375, -0.187], [0.547, -0.150, -0.157], [-0.259, 0.162, -0.179], [0.301, -0.199, 0.117], [0.327, -0.344, 0.032], [0.019, 0.474, -0.132], [0.153, -0.419, 0.134], [0.364, -0.003, -0.397], [0.260, -0.523, 0.220], [-0.075, -0.466, 0.425], [-0.400, -0.040, 0.260], [-0.247, -0.654, -0.342]], "lowdin_charge": [-0.13, -0.30, 0.58, -0.31, -0.17, -0.31, -0.20, -0.31, -0.67, 0.75, 0.06, 0.06, 0.06, 0.08, 0.06, 0.05, 0.07, 0.07, 0.06, 0.03, 0.08, 0.08, 0.07, 0.08, 0.07, 0.06, 0.07, 0.07, 0.07, -0.15]}

# 3
{"formula": "C3H2AgO3", "method": "ωB97M-V/def2-TZVPD", "largest_force_ha_per_bohr": 0.0259, "e_above_lowest_kcal_mol": 0.0, "spin_multiplicity": 2, "energy_ha": -488.0707, "homo_energy_ev": [-7.5, -8.6], "symbols": ["O", "C", "C", "O", "Ag", "H", "H", "C", "O"], "positions_angstrom": [[1.6544, -0.1616, 0.3679], [0.9059, 0.6221, 1.1510], [-0.6240, 0.3042, 1.0855], [-1.0594, -0.7492, 0.7228], [0.6135, -1.6233, -0.8806], [0.9261, 1.7201, 0.9367], [1.1032, 0.5534, 2.2503], [-1.3242, -0.4690, -2.4860], [-2.1954, -0.1968, -3.1477]], "forces_ev_per_a": [[0.117, -0.334, -0.273], [-0.277, 0.856, 0.104], [-0.234, -1.294, 0.211], [-0.085, 1.024, 0.161], [0.149, 0.501, 0.139], [0.274, -0.432, -0.097], [-0.105, -0.126, -0.291], [-0.445, -0.097, -0.478], [0.605, -0.099, 0.524]], "lowdin_charge": [-0.37, -0.47, -0.12, -0.07, 0.72, 0.10, 0.11, 0.01, 0.08]}

# 4
{"formula": "C24H32N6O2PS", "method": "ωB97M-V/def2-TZVPD", "largest_force_ha_per_bohr": 0.0512, "total_charge": 1, "energy_ha": -2152.0246, "homo_energy_ev": -11.4, "symbols": ["C", "C", "O", "N", "C", "S", "C", "P", "N", "O", "H", "H", "H", "H", "H", "H", "H", "H", "H", "H", "H", "H", "N", "C", "C", "C", "C", "C", "H", "H", "H", "H", "H", "N", "C", "C", "C", "C", "C", "H", "H", "H", "H", "H", "N", "C", "C", "C", "C", "C", "H", "H", "H", "H", "H", "N", "C", "C", "C", "C", "C", "H", "H", "H", "H", "H"], "positions_angstrom": [[3.8528, 0.4586, 1.6001], [3.0188, 1.6989, 1.2605], [3.2222, 2.7154, 1.8387], [2.0831, 1.5306, 0.1604], [2.7278, 2.0108, -1.1062], [0.5332, 2.1300, 0.3369], [0.3190, 3.3969, 1.6253], [-0.4997, 0.3892, 1.2244], [-2.0440, 1.0070, 1.6358], [-0.7501, -0.5915, -0.0921], [4.6862, 0.3880, 0.8849], [4.3157, 0.5826, 2.5833], [3.2539, -0.4590, 1.5818], [2.6962, 3.1092, -1.1420], [3.7720, 1.6861, -1.1471], [2.2026, 1.5849, -1.9655], [-0.7029, 3.2199, 1.9999], [0.3209, 4.3758, 1.1384], [0.9902, 3.2927, 2.4780], [-2.5630, 0.2427, 2.0756], [-2.5838, 1.2444, 0.7959], [-0.1312, -0.3891, -0.8172], [-0.0422, 1.6848, 4.4586], [-1.0667, 2.2239, 5.1236], [-1.0396, 2.5094, 6.4786], [0.1154, 2.2179, 7.1872], [1.1906, 1.6553, 6.5169], [1.0620, 1.4104, 5.1599], [-1.9499, 2.4307, 4.5270], [-1.9004, 2.9473, 6.9656], [0.1764, 2.4249, 8.2481], [2.1078, 1.4116, 7.0351], [1.8783, 0.9725, 4.5941], [2.7178, -0.5187, -3.3075], [3.8059, -0.1710, -4.0009], [4.0633, -0.5932, -5.2945], [3.1430, -1.4277, -5.9080], [2.0075, -1.8031, -5.2087], [1.8431, -1.3229, -3.9204], [4.5023, 0.4799, -3.4818], [4.9616, -0.2773, -5.8070], [3.3081, -1.7813, -6.9179], [1.2674, -2.4558, -5.6528], [0.9676, -1.5912, -3.3378], [-0.8495, -3.5449, -7.2088], [-1.1712, -4.1743, -8.3406], [-1.7511, -3.5457, -9.4318], [-2.0151, -2.1883, -9.3447], [-1.6896, -1.5160, -8.1774], [-1.1113, -2.2389, -7.1469], [-0.9490, -5.2354, -8.3630], [-1.9891, -4.1057, -10.3257], [-2.4679, -1.6613, -10.1753], [-1.8793, -0.4565, -8.0692], [-0.8379, -1.7564, -6.2141], [-4.3715, -0.7491, 7.1711], [-3.2962, -0.3497, 6.4919], [-3.0171, -0.7411, 5.1916], [-3.9037, -1.6012, 4.5616], [-5.0264, -2.0295, 5.2502], [-5.2134, -1.5743, 6.5465], [-2.6295, 0.3176, 7.0262], [-2.1278, -0.3829, 4.6873], [-3.7223, -1.9357, 3.5462], [-5.7412, -2.7010, 4.7944], [-6.0790, -1.8803, 7.1235]], "forces_ev_per_a": [[-0.255, 0.082, -0.266], [1.551, -1.851, 1.046], [-0.776, 1.031, -0.146], [-0.009, 0.302, 0.010], [-0.348, 0.448, -0.341], [-0.707, 0.990, -0.582], [-0.630, 0.054, 0.208], [-0.042, -1.931, 1.594], [0.508, -0.188, -1.590], [0.379, 1.578, -0.052], [-0.352, -0.150, 0.009], [-0.243, 0.159, -0.175], [0.191, 0.210, -0.186], [0.148, -0.276, -0.030], [-0.285, -0.113, 0.213], [0.165, -0.002, 0.227], [0.273, -0.126, -0.203], [0.403, -0.221, 0.111], [0.057, -0.001, -0.386], [0.202, 0.289, 0.348], [-0.017, 0.126, 0.284], [-0.196, -0.429, 0.041], [0.099, 0.049, 0.104], [0.014, -0.002, -0.219], [0.071, 0.009, 0.021], [0.003, 0.010, 0.073], [-0.045, 0.009, 0.005], [-0.086, -0.018, -0.177], [-0.043, 0.019, 0.072], [-0.002, -0.005, -0.029], [-0.001, -0.004, -0.022], [-0.003, -0.003, -0.027], [0.030, -0.010, 0.070], [-0.061, -0.022, -0.206], [-0.121, 0.014, 0.209], [-0.016, -0.023, -0.004], [0.025, -0.009, -0.075], [-0.022, -0.039, -0.017], [0.083, 0.128, 0.178], [0.050, -0.001, -0.076], [-0.002, 0.005, 0.032], [-0.010, 0.001, 0.021], [0.030, -0.039, 0.028], [-0.017, -0.077, -0.070], [-0.019, 0.144, -0.140], [0.089, -0.061, 0.181], [-0.010, 0.063, 0.031], [-0.030, 0.030, -0.076], [-0.006, -0.027, -0.028], [0.029, -0.143, 0.081], [-0.020, 0.009, -0.059], [0.008, -0.015, 0.024], [0.009, -0.012, 0.015], [0.008, -0.015, 0.016], [-0.069, 0.102, -0.038], [0.048, -0.075, -0.252], [-0.117, 0.017, 0.205], [-0.052, -0.049, -0.100], [0.023, 0.024, -0.061], [0.029, 0.013, -0.055], [0.027, 0.106, 0.207], [0.043, -0.017, -0.051], [0.040, -0.002, 0.073], [-0.010, -0.046, 0.026], [-0.004, 0.008, 0.030], [-0.007, -0.035, -0.053]], "lowdin_charge": [0.02, -0.52, 0.14, -0.39, -0.08, 0.92, -0.26, 0.73, -0.18, -0.32, 0.10, 0.09, 0.09, 0.10, 0.10, 0.06, 0.04, 0.06, 0.04, 0.04, 0.06, 0.04, 0.03, -0.18, -0.07, -0.06, -0.05, -0.15, 0.10, 0.11, 0.11, 0.11, 0.10, 0.03, -0.16, -0.06, -0.06, -0.06, -0.15, 0.10, 0.11, 0.11, 0.08, 0.10, 0.05, -0.15, -0.07, -0.08, -0.07, -0.17, 0.11, 0.10, 0.11, 0.10, 0.09, 0.06, -0.15, -0.08, -0.09, -0.07, -0.14, 0.09, 0.08, 0.10, 0.10, 0.11]}

Which formula does entry 1 have? C4H5NO2S